*w*
The following is a DFT calculation (wB97M-V/def2-TZVPD) of 10 unconnected molecules or ions with the total composition C60H150N10O20.

## Properties
E_HOMO: -8.16 eV

```
! RIJCOSX wB97M-V def2-TZVPD def2/J DEFGRID3
* xyz 0 1
C -1.731 -4.576 6.576
O -2.385 -5.181 5.470
C -2.358 -6.600 5.489
C -2.809 -7.212 4.177
N -1.818 -6.963 3.107
C -2.257 -7.511 1.887
C -1.171 -7.405 0.812
O -1.690 -7.882 -0.394
C -0.660 -8.055 -1.371
H -1.740 -3.477 6.503
H -0.676 -4.967 6.712
H -2.227 -4.845 7.465
H -2.990 -7.063 6.250
H -1.322 -6.962 5.544
H -3.793 -6.821 3.827
H -2.976 -8.252 4.339
H -1.465 -5.996 3.033
H -3.209 -7.076 1.624
H -2.492 -8.559 2.077
H -0.350 -7.941 1.221
H -0.788 -6.391 0.706
H -0.115 -7.105 -1.633
H -1.162 -8.449 -2.270
H -0.011 -8.879 -1.044
C -2.599 -4.196 0.372
O -3.221 -3.480 -0.629
C -2.949 -2.047 -0.707
C -3.433 -1.602 -2.057
N -4.883 -1.569 -2.148
C -5.395 -1.163 -3.436
C -6.749 -0.466 -3.244
O -7.685 -1.381 -2.638
C -8.793 -0.579 -2.329
H -2.589 -5.146 -0.053
H -3.233 -4.150 1.283
H -1.598 -3.853 0.678
H -1.888 -1.809 -0.528
H -3.611 -1.597 0.029
H -2.877 -2.282 -2.759
H -3.155 -0.497 -2.196
H -5.243 -2.502 -1.949
H -5.543 -2.015 -4.092
H -4.707 -0.300 -3.834
H -7.207 -0.195 -4.234
H -6.571 0.390 -2.610
H -9.519 -1.235 -1.833
H -9.222 -0.083 -3.210
H -8.451 0.122 -1.553
C 5.130 -2.577 -5.508
O 3.817 -3.085 -5.262
C 3.573 -4.382 -5.734
C 2.173 -4.679 -5.264
N 2.072 -4.662 -3.821
C 0.683 -4.650 -3.423
C 0.498 -4.467 -1.936
O 0.925 -3.187 -1.549
C 1.168 -3.110 -0.155
H 5.334 -1.930 -4.668
H 5.309 -2.055 -6.455
H 5.877 -3.397 -5.491
H 4.338 -5.063 -5.455
H 3.487 -4.195 -6.784
H 1.816 -5.658 -5.588
H 1.513 -3.909 -5.674
H 2.538 -3.835 -3.493
H 0.191 -5.606 -3.640
H 0.148 -3.823 -3.960
H 1.155 -5.296 -1.525
H -0.598 -4.572 -1.589
H 0.217 -3.098 0.426
H 1.626 -2.139 0.072
H 1.811 -3.879 0.182
C -6.242 5.818 -4.257
O -5.017 5.683 -4.915
C -4.970 6.388 -6.145
C -3.618 6.305 -6.778
N -3.114 4.973 -6.957
C -1.711 5.040 -7.224
C -1.080 3.717 -7.602
O -1.128 2.879 -6.428
C -0.690 1.561 -6.896
H -5.985 5.339 -3.324
H -7.051 5.218 -4.706
H -6.596 6.841 -3.997
H -5.138 7.443 -5.929
H -5.710 6.039 -6.854
H -2.995 7.034 -6.220
H -3.791 6.766 -7.806
H -3.206 4.514 -6.072
H -1.057 5.543 -6.535
H -1.670 5.641 -8.150
H -0.047 3.902 -7.890
H -1.609 3.214 -8.423
H 0.368 1.645 -7.177
H -1.286 1.172 -7.698
H -0.771 0.854 -6.113
C 4.057 -0.528 1.106
O 5.017 0.492 1.037
C 6.227 0.128 1.663
C 7.129 1.380 1.790
N 6.998 2.174 3.050
C 5.705 2.872 3.133
C 6.013 4.227 2.582
O 4.894 5.167 2.633
C 4.238 5.246 1.410
H 3.080 -0.109 0.966
H 4.113 -1.084 2.009
H 4.264 -1.168 0.235
H 6.849 -0.616 1.074
H 6.000 -0.361 2.627
H 6.888 2.038 0.962
H 8.171 1.071 1.734
H 7.242 1.680 3.858
H 5.478 3.107 4.157
H 4.912 2.237 2.694
H 6.401 4.157 1.589
H 6.818 4.714 3.188
H 3.586 4.324 1.190
H 4.927 5.408 0.591
H 3.565 6.097 1.351
C 3.856 -6.636 7.691
O 3.750 -5.543 6.827
C 2.966 -4.528 7.446
C 2.939 -3.318 6.580
N 2.075 -2.318 7.096
C 2.723 -1.436 8.088
C 3.512 -0.265 7.507
O 2.710 0.433 6.579
C 1.949 1.459 7.169
H 2.880 -6.970 7.999
H 4.332 -6.441 8.690
H 4.389 -7.464 7.203
H 3.374 -4.311 8.430
H 1.952 -4.948 7.576
H 2.518 -3.669 5.575
H 3.993 -2.987 6.446
H 1.731 -1.693 6.405
H 3.413 -2.057 8.722
H 1.882 -1.111 8.741
H 4.421 -0.563 6.948
H 3.931 0.396 8.317
H 2.615 2.248 7.526
H 1.359 1.065 7.972
H 1.270 1.810 6.333
C -6.916 2.150 -0.015
O -5.775 2.463 -0.767
C -4.705 1.597 -0.463
C -3.473 2.187 -1.101
N -3.673 2.107 -2.581
C -2.658 2.645 -3.458
C -2.086 4.046 -3.127
O -1.053 3.849 -2.192
C -0.680 5.102 -1.642
H -6.994 1.097 0.229
H -7.771 2.496 -0.528
H -6.943 2.597 0.980
H -4.951 0.601 -0.820
H -4.497 1.586 0.648
H -2.611 1.659 -0.835
H -3.372 3.235 -0.923
H -4.585 2.506 -2.733
H -3.097 2.558 -4.465
H -1.779 2.007 -3.433
H -2.990 4.601 -2.742
H -1.764 4.403 -4.076
H 0.336 4.975 -1.242
H -1.434 5.462 -0.919
H -0.569 5.887 -2.444
C 0.257 4.016 3.307
O -0.770 3.342 3.925
C -2.071 3.948 3.655
C -3.216 3.320 4.412
N -3.417 1.960 3.995
C -4.140 1.087 4.887
C -4.401 -0.261 4.288
O -3.180 -0.908 4.045
C -3.260 -2.135 3.416
H 0.090 4.114 2.242
H 1.155 3.370 3.312
H 0.468 4.954 3.850
H -2.314 3.897 2.597
H -2.084 4.986 3.913
H -4.076 3.939 4.211
H -3.071 3.370 5.523
H -2.506 1.507 3.914
H -5.155 1.489 5.029
H -3.817 1.049 5.913
H -4.810 -0.096 3.265
H -5.073 -0.878 4.856
H -3.271 -2.055 2.358
H -4.143 -2.708 3.800
H -2.560 -2.838 3.825
C 0.889 -3.956 3.212
O 0.478 -2.744 2.639
C 0.519 -1.562 3.448
C -0.142 -0.379 2.779
N 0.468 -0.168 1.469
C -0.145 0.965 0.777
C 0.349 0.987 -0.649
O -0.176 -0.081 -1.427
C 0.166 -0.067 -2.795
H 1.986 -3.921 3.479
H 0.723 -4.810 2.538
H 0.291 -4.162 4.107
H 1.466 -1.192 3.709
H 0.102 -1.875 4.385
H 0.173 0.469 3.455
H -1.219 -0.524 2.776
H 0.222 -1.002 0.945
H 0.191 1.829 1.318
H -1.235 1.046 0.986
H 1.473 0.968 -0.744
H 0.022 1.941 -1.062
H -0.357 -0.844 -3.294
H 1.246 -0.285 -2.966
H -0.074 0.902 -3.184
C 1.598 2.831 -4.782
O 2.199 3.770 -3.900
C 2.626 3.350 -2.651
C 3.790 4.260 -2.295
N 4.779 4.113 -3.377
C 5.981 4.961 -3.307
C 7.067 4.585 -4.379
O 8.101 5.507 -4.299
C 9.280 5.193 -5.022
H 0.620 2.535 -4.427
H 2.170 1.938 -4.975
H 1.426 3.316 -5.755
H 3.033 2.354 -2.737
H 1.915 3.412 -1.827
H 4.236 3.782 -1.393
H 3.544 5.249 -1.973
H 4.362 4.232 -4.276
H 6.364 4.956 -2.318
H 5.751 6.043 -3.482
H 6.584 4.684 -5.378
H 7.415 3.575 -4.277
H 10.066 5.740 -4.525
H 9.187 5.419 -6.093
H 9.403 4.094 -4.880
*
```

*x*
The following is a DFT calculation (wB97M-V/def2-TZVPD) of 10 unconnected molecules or ions with the total composition C60H150N10O20.

## Properties
E_HOMO: -8.27 eV

```
! RIJCOSX wB97M-V def2-TZVPD def2/J DEFGRID3
* xyz 0 1
C 1.317 4.139 3.868
O 1.532 4.937 5.076
C 2.167 6.156 4.939
C 2.045 7.209 6.070
N 0.840 8.097 6.013
C -0.376 7.292 6.198
C -1.608 8.197 6.034
O -1.690 9.096 7.152
C -2.996 9.607 7.444
H 2.178 3.859 3.260
H 0.817 4.834 3.193
H 0.723 3.307 4.247
H 1.784 6.640 4.041
H 3.200 5.966 4.647
H 2.915 7.848 5.918
H 2.115 6.782 7.071
H 0.664 8.599 5.154
H -0.513 6.967 7.230
H -0.283 6.364 5.634
H -2.528 7.614 6.010
H -1.577 8.748 5.094
H -3.226 10.366 6.696
H -3.038 10.148 8.389
H -3.726 8.800 7.505
C 0.016 -2.231 10.879
O 0.486 -2.170 9.573
C 1.004 -3.460 9.119
C 1.061 -3.353 7.644
N 1.688 -2.156 7.061
C 3.122 -2.074 7.373
C 3.802 -1.281 6.234
O 4.078 -2.072 5.008
C 2.922 -2.268 4.132
H 0.830 -2.069 11.585
H -0.665 -3.056 11.088
H -0.537 -1.301 11.014
H 0.341 -4.241 9.492
H 1.991 -3.503 9.580
H 0.042 -3.329 7.256
H 1.638 -4.241 7.385
H 1.214 -1.454 7.611
H 3.577 -3.053 7.522
H 3.301 -1.556 8.315
H 4.819 -1.241 6.623
H 3.402 -0.322 5.903
H 1.965 -2.326 4.652
H 3.051 -3.080 3.417
H 2.809 -1.288 3.670
C -12.382 9.161 3.078
O -11.432 8.559 4.064
C -10.371 9.415 4.423
C -9.464 8.721 5.399
N -8.367 7.937 4.833
C -8.638 6.954 3.787
C -7.298 6.369 3.392
O -6.592 5.640 4.449
C -6.495 4.201 4.238
H -13.099 8.349 2.958
H -11.953 9.250 2.080
H -12.857 10.118 3.294
H -10.780 10.302 4.908
H -9.917 9.902 3.560
H -10.054 8.086 6.060
H -9.003 9.451 6.065
H -7.714 7.738 5.577
H -8.953 7.349 2.822
H -9.130 6.064 4.181
H -6.689 7.120 2.887
H -7.523 5.720 2.547
H -7.456 3.813 3.901
H -5.954 3.824 5.106
H -6.011 3.725 3.385
C 3.971 -15.996 0.588
O 4.377 -15.754 -0.798
C 4.670 -14.448 -1.217
C 4.017 -14.316 -2.572
N 2.577 -13.870 -2.459
C 1.685 -14.622 -1.540
C 0.306 -14.218 -1.914
O 0.072 -12.797 -1.521
C -1.222 -12.371 -2.002
H 4.232 -17.050 0.690
H 2.892 -16.148 0.570
H 4.373 -15.332 1.353
H 5.747 -14.316 -1.122
H 4.342 -13.577 -0.650
H 4.205 -15.132 -3.271
H 4.517 -13.523 -3.127
H 2.398 -12.926 -2.147
H 2.010 -14.412 -0.521
H 1.975 -15.634 -1.823
H -0.379 -14.813 -1.309
H 0.025 -14.326 -2.962
H -2.015 -13.031 -1.651
H -1.375 -12.378 -3.081
H -1.441 -11.389 -1.583
C -10.967 14.671 -1.960
O -9.911 13.920 -1.400
C -10.037 12.515 -1.280
C -8.748 12.025 -0.534
N -7.507 12.012 -1.249
C -7.471 10.944 -2.226
C -7.332 9.507 -1.629
O -6.493 8.792 -2.475
C -6.487 7.422 -2.071
H -11.892 14.110 -1.827
H -10.788 15.102 -2.945
H -10.934 15.538 -1.299
H -10.322 11.967 -2.178
H -10.911 12.395 -0.640
H -9.010 11.067 -0.085
H -8.534 12.603 0.366
H -7.534 12.810 -1.869
H -6.608 11.242 -2.821
H -8.247 11.057 -2.983
H -8.333 9.093 -1.753
H -6.813 9.525 -0.670
H -5.478 7.013 -2.127
H -6.916 6.671 -2.734
H -6.845 7.294 -1.050
C 4.394 12.783 0.808
O 4.125 11.396 1.031
C 2.947 11.178 1.774
C 1.717 11.133 0.909
N 0.570 10.788 1.841
C -0.612 10.386 1.020
C -0.972 11.238 -0.230
O -0.084 10.790 -1.292
C -0.615 9.727 -2.131
H 3.584 13.281 0.276
H 5.316 12.830 0.228
H 4.685 13.431 1.635
H 2.830 11.892 2.589
H 2.998 10.265 2.366
H 1.868 10.384 0.132
H 1.587 12.169 0.597
H 0.374 11.686 2.259
H -1.458 10.287 1.699
H -0.564 9.315 0.822
H -0.923 12.299 0.012
H -2.059 11.212 -0.319
H -1.013 8.829 -1.658
H 0.119 9.347 -2.841
H -1.419 10.101 -2.764
C 6.670 -5.148 -0.019
O 6.330 -6.482 0.302
C 7.345 -7.440 0.143
C 8.542 -7.296 1.174
N 8.290 -7.897 2.496
C 7.415 -7.076 3.324
C 8.138 -6.179 4.293
O 8.884 -6.878 5.292
C 10.146 -6.439 5.882
H 5.848 -4.558 0.385
H 6.523 -4.925 -1.076
H 7.571 -4.817 0.497
H 7.835 -7.404 -0.831
H 6.906 -8.429 0.273
H 9.003 -6.317 1.307
H 9.312 -7.907 0.703
H 9.126 -8.031 3.046
H 6.707 -7.671 3.902
H 7.003 -6.282 2.701
H 7.569 -5.324 4.657
H 8.870 -5.642 3.690
H 9.856 -5.593 6.505
H 10.888 -6.360 5.087
H 10.508 -7.132 6.642
C -0.283 -6.255 -2.533
O 0.568 -5.220 -2.754
C 0.099 -3.970 -2.285
C 0.991 -2.910 -2.924
N 0.478 -1.525 -3.223
C 0.585 -0.571 -2.143
C -0.692 0.232 -1.912
O -0.286 1.397 -1.216
C -1.371 2.114 -0.548
H -0.332 -6.305 -1.445
H 0.112 -7.133 -3.045
H -1.309 -6.168 -2.890
H 0.251 -3.952 -1.206
H -0.968 -3.774 -2.396
H 1.119 -3.193 -3.969
H 1.961 -2.963 -2.429
H 1.056 -1.179 -3.976
H 1.400 0.111 -2.385
H 0.924 -0.985 -1.194
H -1.508 -0.312 -1.437
H -1.028 0.534 -2.903
H -1.693 1.788 0.441
H -2.305 1.859 -1.048
H -1.597 3.180 -0.557
C 3.627 -16.610 -10.440
O 3.023 -17.315 -9.355
C 1.618 -17.293 -9.293
C 1.144 -16.165 -8.281
N 0.974 -14.831 -8.839
C 0.562 -13.909 -7.741
C 1.452 -12.589 -7.919
O 2.820 -12.663 -7.432
C 3.311 -11.605 -6.608
H 4.712 -16.710 -10.455
H 3.447 -15.536 -10.381
H 3.322 -17.058 -11.386
H 1.283 -18.217 -8.821
H 1.076 -17.269 -10.239
H 1.830 -16.219 -7.435
H 0.165 -16.472 -7.915
H 1.758 -14.449 -9.348
H 0.686 -14.311 -6.736
H -0.501 -13.705 -7.872
H 0.966 -11.884 -7.245
H 1.395 -12.121 -8.902
H 3.518 -10.784 -7.294
H 4.213 -11.931 -6.090
H 2.584 -11.171 -5.920
C 2.503 4.687 -3.511
O 2.997 5.614 -4.499
C 2.696 5.424 -5.895
C 3.542 4.105 -6.365
N 2.718 2.919 -6.661
C 2.187 2.782 -8.050
C 1.438 1.473 -8.229
O 2.305 0.360 -8.000
C 1.646 -0.896 -8.144
H 2.785 4.876 -2.475
H 2.878 3.690 -3.743
H 1.415 4.675 -3.581
H 3.060 6.256 -6.499
H 1.685 5.245 -6.259
H 4.297 3.817 -5.634
H 4.024 4.437 -7.284
H 3.278 2.156 -6.309
H 3.026 2.935 -8.728
H 1.450 3.550 -8.286
H 1.098 1.355 -9.258
H 0.517 1.473 -7.646
H 0.776 -1.062 -7.508
H 2.318 -1.750 -8.057
H 1.123 -0.756 -9.091
*
```

The structures above, arranged from the most stable to the least stable: *w*, *x*.